No. 1
Molecular formula: C2H2NOP
Method: DFT, the ωB97M-V functional and the def2-TZVPD basis

Each line ends with the Mulliken charge.
CARTESIAN COORDINATES (ANGSTROEM)
P -2.87 -0.19 0.72  -0.2560
H 2.05 1.27 1.30  0.2972
O 1.01 -1.14 -0.66  -0.5253
N 1.54 -0.42 0.12  0.4115
H -1.58 0.18 -1.51  0.3295
C -2.29 -0.08 -0.71  -0.0668
C 2.13 0.38 0.74  -0.1901

## Properties
Frontier orbital gap (eV): 10.51
LUMO (eV): 0.44
Total charge: 0
Energy above the lowest of the compared OMol25 structures with the same formula, charge and spin (eV): 4.2175

=====

No. 2
Molecular formula: C2H2NOS
Method: DFT, the ωB97M-V functional and the def2-TZVPD basis

Each line ends with the Mulliken charge.
CARTESIAN COORDINATES (ANGSTROEM)
H -1.34 0.61 0.51  0.2630
N -0.26 -0.82 -0.37  -0.4971
H -2.04 -1.08 0.28  0.2680
C -1.21 -0.40 0.28  -0.4688
C 1.29 0.50 -0.26  0.3730
O 0.92 1.60 -0.38  -0.4711
S 2.64 -0.42 -0.05  -0.4670

## Properties
Frontier orbital gap (eV): 6.92
LUMO (eV): 3.92
Total charge: -1
Energy above the lowest of the compared OMol25 structures with the same formula, charge and spin (eV): 0.9976

=====

No. 3
Molecular formula: C2H2NOS2
Method: DFT, the ωB97M-V functional and the def2-TZVPD basis

Each line ends with the Mulliken charge.
CARTESIAN COORDINATES (ANGSTROEM)
H 0.37 -1.78 0.72  0.0562
C -1.14 -0.19 0.07  0.2320
O 1.12 2.27 0.01  -0.5246
S 0.92 -1.97 -0.49  -0.6331
S -2.48 -0.93 0.45  -0.2926
C 0.61 1.21 -0.22  0.3415
H 1.21 0.46 -0.79  0.1830
N -0.60 0.93 0.24  -0.3625

## Properties
Frontier orbital gap (spin up / spin down) (eV): 7.09 / 7.09
LUMO (spin up / spin down) (eV): 3.10 / 3.10
Total charge: -1
Energy above the lowest of the compared OMol25 structures with the same formula, charge and spin (eV): 1.4934